Density functional theory data (ωB97M-V with the def2-TZVPD basis set) for a structure of composition CH3IO3S.

```
! wB97M-V def2-TZVPD RIJCOSX def2/J DEFGRID3
* xyz 0 1
C -0.41 0.26 0.00
O 0.07 -0.80 2.57
O -2.32 -1.07 2.96
O -1.54 -0.15 0.70
S -1.30 -0.33 2.34
I -1.06 2.82 2.85
H 0.47 0.02 0.66
H -0.58 1.35 -0.21
H -0.31 -0.49 -0.89
*
```

Calculated values
Relative energy (zero: lowest compared OMol25 entry of this formula, charge and spin) in kJ/mol: 168.98
Highest occupied orbital energy (alpha / beta) in eV: -10.09 / -10.10
Frontier orbital gap (alpha / beta) in hartree: 0.2358 / 0.2361

---

Density functional theory data (ωB97M-V with the def2-TZVPD basis set) for a structure of composition C31H38N2P2S4Si2V.

```
! wB97M-V def2-TZVPD RIJCOSX def2/J DEFGRID3
* xyz -1 3
V -0.13 0.15 -0.47
C 3.73 -2.89 -0.35
Si 2.59 -1.62 -1.11
C 1.77 -2.42 -2.56
C 3.72 -0.23 -1.60
N 1.40 -1.00 0.01
P 0.56 -1.71 1.24
C -0.89 -0.95 1.54
P -0.99 0.68 1.90
N -0.09 1.60 0.88
Si 0.65 3.16 1.10
C 0.52 4.21 -0.42
C 2.45 2.92 1.48
C -0.14 4.13 2.48
C -2.74 1.19 1.71
C -3.09 2.32 0.98
C -4.43 2.66 0.78
C -5.43 1.85 1.30
C -5.09 0.71 2.02
C -3.76 0.38 2.21
C -0.65 1.14 3.65
C -1.62 1.66 4.51
C -1.30 1.98 5.82
C -0.02 1.79 6.30
C 0.96 1.26 5.46
C 0.64 0.94 4.15
C 1.69 -1.83 2.68
C 1.24 -2.40 3.87
C 2.03 -2.36 5.01
C 3.27 -1.73 4.98
C 3.72 -1.15 3.80
C 2.93 -1.20 2.66
C 0.23 -3.47 0.84
C 1.10 -4.50 1.21
C 0.85 -5.81 0.83
C -0.27 -6.11 0.07
C -1.14 -5.10 -0.30
C -0.90 -3.79 0.09
H 4.41 -3.21 -1.15
H 3.21 -3.78 0.01
H 4.34 -2.49 0.46
H 2.41 -2.40 -3.45
H 0.84 -1.91 -2.82
H 1.53 -3.47 -2.33
H 4.40 -0.56 -2.40
H 4.33 0.06 -0.74
H 3.18 0.64 -1.97
H 1.06 3.78 -1.26
H 0.92 5.21 -0.20
H -0.52 4.32 -0.74
H 2.88 2.22 0.77
H 2.59 2.53 2.49
H 3.00 3.87 1.40
H -1.23 4.03 2.48
H 0.09 5.19 2.34
H 0.22 3.83 3.47
H -2.31 2.93 0.54
H -4.68 3.53 0.20
H -6.47 2.10 1.14
H -5.87 0.06 2.41
H -3.50 -0.54 2.73
H -2.62 1.84 4.14
H -2.07 2.39 6.47
H 0.23 2.04 7.32
H 1.96 1.10 5.82
H 1.41 0.54 3.50
H 0.26 -2.86 3.91
H 1.67 -2.80 5.93
H 3.88 -1.69 5.87
H 4.68 -0.65 3.78
H 3.26 -0.72 1.75
H 1.97 -4.28 1.81
H 1.53 -6.60 1.13
H -0.46 -7.13 -0.23
H -2.02 -5.32 -0.89
H -1.59 -2.99 -0.19
S 0.64 1.28 -2.41
S -1.03 1.54 -3.62
S -1.85 -0.33 -3.50
S -2.08 -0.53 -1.44
*
```

Calculated values
Highest occupied orbital energy (alpha / beta) in eV: -4.06 / -4.30
Frontier orbital gap (alpha / beta) in hartree: 0.2428 / 0.2515

---

Density functional theory data (ωB97M-V with the def2-TZVPD basis set) for a structure of composition C32H87CdN5O14.

```
! wB97M-V def2-TZVPD RIJCOSX def2/J DEFGRID3
* xyz 2 1
O -0.43 -1.85 1.95
H -1.22 -1.99 2.47
H -0.67 -1.36 1.16
H -0.14 -2.72 1.67
Cd -2.11 -2.25 -2.15
C -2.18 1.44 -0.12
C -1.04 0.35 -0.29
O -1.36 -1.04 -0.62
H -1.79 2.34 0.35
H -2.87 1.12 0.65
H -2.65 1.81 -1.03
H -0.37 0.38 0.57
H -0.40 0.90 -0.98
O -1.68 4.87 -1.72
H -2.19 4.09 -1.94
H -2.32 5.58 -1.73
O -2.95 -0.75 -3.21
H -2.68 0.13 -3.47
H -3.90 -0.69 -3.10
C -0.74 -3.20 -9.21
O 0.31 -2.66 -8.46
C 0.42 -2.94 -7.05
C 0.98 -1.66 -6.28
N -0.25 -0.82 -5.91
C 0.22 0.32 -5.15
C -0.72 1.55 -5.29
O -1.75 1.50 -4.30
C -2.70 2.57 -4.57
H -0.23 -3.22 -10.17
H -1.57 -2.52 -9.40
H -1.15 -4.18 -8.97
H 1.02 -3.84 -6.92
H -0.58 -3.21 -6.72
H 1.70 -1.09 -6.86
H 1.51 -2.02 -5.41
H -0.60 -0.42 -6.77
H 1.20 0.64 -5.50
H 0.17 0.15 -4.07
H -1.26 1.48 -6.24
H -0.13 2.46 -5.14
H -2.18 3.52 -4.74
H -3.42 2.70 -3.76
H -3.20 2.26 -5.49
C 1.25 0.22 6.12
O 1.70 0.59 4.86
C 1.89 -0.44 3.89
C 2.11 0.30 2.50
N 2.79 -0.43 1.42
C 4.16 -0.69 1.73
C 5.13 -0.71 0.54
O 6.40 -1.15 0.79
C 7.19 -1.25 -0.39
H 2.10 -0.26 6.61
H 0.45 -0.51 6.05
H 0.94 1.09 6.71
H 0.98 -1.04 4.00
H 2.77 -0.94 4.29
H 2.84 1.07 2.73
H 1.15 0.68 2.14
H 2.65 0.15 0.60
H 4.24 -1.60 2.33
H 4.53 0.23 2.20
H 5.24 0.34 0.26
H 4.83 -1.42 -0.23
H 6.88 -0.45 -1.06
H 6.86 -2.16 -0.90
H 8.27 -1.27 -0.24
C -2.12 1.77 3.95
O -2.22 0.35 3.46
C -3.54 -0.05 3.20
C -3.65 -1.54 2.84
N -2.56 -2.32 3.51
C -2.82 -3.79 3.63
C -1.69 -4.27 4.46
O -2.27 -4.42 5.84
C -1.36 -4.89 6.80
H -1.20 1.94 4.50
H -2.99 2.02 4.57
H -2.13 2.52 3.16
H -4.14 0.58 2.55
H -4.13 -0.01 4.12
H -3.58 -1.64 1.76
H -4.60 -1.88 3.24
H -2.60 -1.94 4.45
H -2.79 -4.26 2.64
H -3.86 -4.00 3.86
H -0.83 -3.59 4.50
H -1.30 -5.22 4.08
H -1.76 -4.89 7.81
H -0.58 -4.13 6.78
H -0.92 -5.86 6.56
C 1.78 7.05 1.71
O 0.43 6.92 1.99
C -0.11 5.75 1.44
C -1.63 5.66 1.86
N -2.00 5.14 3.19
C -3.42 5.22 3.53
C -3.52 5.20 5.07
O -2.78 6.21 5.72
C -3.04 7.57 5.30
H 1.95 7.50 0.73
H 2.25 6.07 1.67
H 2.40 7.61 2.42
H 0.47 4.93 1.86
H 0.09 5.64 0.38
H -1.83 4.83 1.18
H -2.07 6.64 1.67
H -1.46 5.78 3.76
H -3.96 4.44 2.99
H -3.78 6.10 2.99
H -3.05 4.31 5.50
H -4.57 5.28 5.33
H -3.02 7.59 4.21
H -2.26 8.16 5.79
H -3.99 7.84 5.77
C 1.53 -7.95 -4.26
O 1.27 -7.03 -3.23
C 1.65 -5.64 -3.74
C 1.89 -4.75 -2.49
N 1.89 -3.24 -2.85
C 1.92 -2.44 -1.60
C 2.34 -0.95 -1.98
O 3.66 -0.92 -2.67
C 4.06 0.24 -3.33
H 1.34 -8.88 -3.73
H 2.58 -7.98 -4.56
H 0.82 -7.86 -5.07
H 0.71 -5.28 -4.18
H 2.51 -5.70 -4.41
H 2.76 -5.07 -1.92
H 1.10 -4.86 -1.75
H 2.80 -2.91 -3.15
H 2.65 -2.84 -0.90
H 0.91 -2.42 -1.19
H 2.53 -0.43 -1.03
H 1.63 -0.46 -2.64
H 4.43 -0.21 -4.25
H 5.00 0.57 -2.89
H 3.33 1.04 -3.50
*
```

Calculated values
Highest occupied orbital energy in eV: -12.31
Frontier orbital gap in hartree: 0.1170